Model a:
Density functional theory data (wB97M-V/def2-TZVPD) for C5H10N2O as an isolated structure.

Positions of all 18 atoms, in Å:
C -1.295 -1.419 0.407
C -1.171 1.110 0.243
C 1.367 0.158 -0.116
C -0.589 -0.223 -0.191
N 1.893 1.316 0.405
C -0.037 -0.342 -1.524
O 1.914 -0.916 0.547
N 1.185 0.118 -1.528
H 1.947 -1.678 -0.041
H 2.112 1.329 1.388
H 1.581 2.181 0.000
H -0.492 -0.791 -2.406
H -0.987 -2.349 -0.075
H -2.386 -1.333 0.338
H -1.050 -1.515 1.470
H -0.978 1.303 1.303
H -2.259 1.113 0.107
H -0.756 1.939 -0.329

LUMO = 0.81 eV
highest occupied orbital energy = -7.560 eV
net charge = 0
gap between HOMO and LUMO = 8.4 eV

---

Model b:
Density functional theory data (wB97M-V/def2-TZVPD) for C5H10N2O as an isolated structure.

Positions of all 18 atoms, in Å:
C 1.943 0.502 -1.053
C 1.172 1.906 0.799
N 0.844 0.870 -0.172
H -0.156 0.971 -0.654
H 2.364 1.366 -1.579
H 0.272 2.160 1.355
H 1.580 -0.218 -1.786
H 2.737 0.038 -0.465
H 1.922 1.522 1.494
H 1.569 2.810 0.325
C -2.425 -1.282 0.434
N -2.722 -2.269 -0.465
C -1.129 -0.663 0.222
C 0.046 -0.630 0.660
O -3.157 -1.004 1.366
H -2.118 -2.456 -1.246
H -3.644 -2.672 -0.439
H 0.902 -0.951 1.203

LUMO = 0.70 eV
highest occupied orbital energy = -7.849 eV
net charge = 0
gap between HOMO and LUMO = 8.5 eV

---

Energies, relative to the best one, in kJ/mol: model a 0.0; model b 106.1.